The ion C30H35N2O6 with charge +1, computed with ωB97M-V with the def2-TZVPD basis set.

Geometry (Å):
H -0.997 -5.738 3.164
H -0.437 -0.780 -4.437
H 0.686 -5.757 2.590
H 1.087 -5.584 0.369
C -0.351 -4.549 -0.913
H 2.953 2.867 1.211
C -3.774 -1.492 2.694
H 0.745 1.375 -3.917
H -1.802 -1.265 -3.438
C -0.344 5.893 -2.469
C 2.052 6.117 0.989
C 0.628 1.129 -2.859
H -1.266 -2.453 -1.284
H -0.946 5.816 -3.361
H -4.480 -0.666 2.751
H -1.484 1.098 -3.107
C -1.420 -3.074 2.592
H -2.354 -3.606 2.505
H -2.125 -0.132 -1.134
C 1.009 -1.760 2.849
O -0.237 0.333 2.839
C 0.973 -3.147 2.750
H 1.574 0.906 2.009
O -2.498 -0.895 2.637
C 0.452 -3.250 -0.666
C -0.300 -5.305 2.441
H -0.091 -6.646 -0.439
C -1.084 0.191 -1.203
C -1.404 -1.695 2.687
N 0.735 2.373 -2.111
H 0.753 8.159 -0.206
H -3.984 -2.084 1.797
C -0.178 -0.859 -0.578
H -0.992 1.109 -0.624
H -0.640 8.002 -2.231
C -0.160 -1.019 2.806
H 1.897 -3.702 2.790
O 1.947 1.324 -0.518
C 2.656 4.984 1.473
C 2.470 3.756 0.837
H 0.005 -2.910 -3.251
H 1.961 -1.270 2.959
C 1.674 3.663 -0.289
H -3.883 -2.122 3.581
H 1.461 0.504 -2.536
H 1.537 0.837 3.800
H -0.482 -1.032 0.455
C 0.255 4.752 -1.971
O -0.587 3.329 -3.667
C -0.771 -0.906 -3.408
H 3.283 5.036 2.350
O -0.829 -5.696 1.175
C 1.240 6.066 -0.163
C 0.040 -5.685 0.069
C -0.233 -3.810 2.614
H -2.002 -4.650 0.063
C 0.108 -1.954 -2.734
C 1.053 4.819 -0.810
H 0.859 -0.515 -0.583
H 1.157 -1.654 -2.761
C 0.079 3.475 -2.665
N -0.274 -2.137 -1.317
H 2.196 7.067 1.481
C 0.962 1.074 2.901
H -0.184 -4.893 -1.941
H 1.466 -3.326 -1.059
C 1.484 2.370 -0.949
H 0.655 2.118 2.937
H 0.498 -3.055 0.409
C -0.165 7.121 -1.828
C 0.610 7.209 -0.700
C -0.731 0.436 -2.671
O -1.714 -4.239 -0.775

The calculation puts the HOMO energy at -10.8 eV. The calculation puts the relative energy (zero: lowest compared OMol25 entry of this formula, charge and spin) at 0.0 kJ/mol. The structure (SMILES) is COc1ccc(COC[C@@H](O)C[N@H+]2CC[C@@H](CN3C(=O)c4cccc5cccc(c45)C3=O)CC2)cc1OC. The value obtained for the LUMO energy is -0.112 Eh. Its spin multiplicity is 1. As for the charge: +1. The calculation puts the calculated total energy at -1724.971030 a.u.

Mulliken charges in e: 0.40 0.49 0.41 0.35 0.50 0.61 -0.98 0.46 0.41 -0.41 -0.77 -1.98 0.78 0.54 0.26 0.70 -0.19 0.62 0.66 -0.39 -0.43 -1.02 0.28 -0.45 -0.41 -1.37 0.42 -1.48 0.90 0.39 0.44 0.35 0.71 0.42 0.41 0.52 0.34 -0.73 -0.98 -0.40 0.35 0.47 0.57 0.38 0.62 0.43 -1.30 0.07 -0.67 -1.31 0.43 -0.48 0.50 -0.77 0.30 0.41 -0.67 0.49 0.53 0.43 0.45 0.51 0.44 -0.88 0.54 0.34 0.47 0.29 -0.57 -0.75 -0.73 0.46 -0.69